Entry 1:
C3H5NSSi | ωB97M-V/def2-TZVPD

Each atom is followed by the atoms it is bonded to, with distances in Å.
CARTESIAN COORDINATES (ANGSTROEM)
1 C -2.098 0.601 0.255  C3 1.306, S6 1.539
2 C -1.326 -2.787 -0.155  N4 1.161, H8 1.063
3 C -0.959 0.993 0.760  C1 1.306, Si5 1.980, H7 1.077
4 N -0.638 -2.726 0.778  C2 1.161
5 Si 0.590 1.265 -0.442  C3 1.980, H9 1.403, H10 1.462, H11 1.437
6 S -3.473 0.133 -0.254  C1 1.539
7 H -0.638 0.800 1.770  C3 1.077
8 H -1.924 -2.792 -1.035  C2 1.063
9 H -0.187 1.673 -1.537  Si5 1.403
10 H 1.638 0.250 -0.342  Si5 1.462
11 H 1.539 2.298 -0.129  Si5 1.437

As for the SMILES: [SiH3]C=C=S.C#N. For the total energy, the calculation gives -859.6342 hartree. The calculation puts the energy relative to the best compared isomer or geometry (same formula, charge and spin) at 43.4 kcal/mol. Its charge is 0.

Formally, the Löwdin partial charges of the atoms, in units of the elementary charge, are as follows: atom 1 (C): -0.8598, atom 2 (C): -0.0980, atom 3 (C): -0.3222, atom 4 (N): 0.0647, atom 5 (Si): 0.6657, atom 6 (S): 0.7480, atom 7 (H): 0.0523, atom 8 (H): 0.0408, atom 9 (H): -0.0910, atom 10 (H): -0.0862, atom 11 (H): -0.1143

---

Entry 2:
C3H5O2 | ωB97M-V/def2-TZVPD

Each atom is followed by the atoms it is bonded to, with distances in Å.
CARTESIAN COORDINATES (ANGSTROEM)
1 C -0.287 0.142 -1.219  O2 1.212, H3 1.113, C4 1.493
2 O -1.116 -0.118 -2.064  C1 1.212
3 H 0.386 1.023 -1.310  C1 1.113
4 C 0.062 -0.795 -0.111  C1 1.493, C5 1.472, O6 1.420, H7 1.094
5 C 0.504 -0.235 1.176  C4 1.472, O6 1.411, H8 1.093, H9 1.095
6 O 1.430 -0.792 0.270  C4 1.420, C5 1.411
7 H -0.428 -1.774 -0.134  C4 1.094
8 H 0.310 -0.819 2.080  C5 1.093
9 H 0.555 0.852 1.297  C5 1.095
10 H -1.416 2.517 0.017  no bonds

For the total energy, the calculation gives -267.6623 hartree. The calculation puts the energy relative to the best compared isomer or geometry (same formula, charge and spin) at 116.8 kcal/mol. Its charge is -1.

Formally, the Löwdin partial charges of the atoms, in units of the elementary charge, are as follows: atom 1 (C): -0.3639, atom 2 (O): -0.0557, atom 3 (H): 0.0698, atom 4 (C): -0.2827, atom 5 (C): -0.1655, atom 6 (O): -0.0774, atom 7 (H): 0.1411, atom 8 (H): 0.1004, atom 9 (H): 0.0559, atom 10 (H): -0.4219

---

Entry 3:
C3H5O2 | ωB97M-V/def2-TZVPD

Each atom is followed by the atoms it is bonded to, with distances in Å.
CARTESIAN COORDINATES (ANGSTROEM)
1 C -2.530 -1.132 0.973  O4 1.208, O5 1.176
2 C 0.181 -0.542 -0.425  C3 1.496, H6 1.089, H7 1.126, H8 1.100
3 C -0.443 0.227 0.697  C2 1.496, H9 1.154, H10 1.124
4 O -2.098 -2.221 0.679  C1 1.208
5 O -3.359 -0.390 1.352  C1 1.176
6 H 1.263 -0.492 -0.542  C2 1.089
7 H -0.033 -1.628 -0.220  C2 1.126
8 H -0.182 -0.148 -1.386  C2 1.100
9 H -0.482 1.352 0.443  C3 1.154
10 H 0.302 0.319 1.533  C3 1.124

For the total energy, the calculation gives -267.7641 hartree. The calculation puts the energy relative to the best compared isomer or geometry (same formula, charge and spin) at 52.9 kcal/mol. Its charge is -1.

Formally, the Löwdin partial charges of the atoms, in units of the elementary charge, are as follows: atom 1 (C): -0.5460, atom 2 (C): -0.3257, atom 3 (C): -0.2725, atom 4 (O): 0.0116, atom 5 (O): 0.0572, atom 6 (H): 0.0169, atom 7 (H): 0.0418, atom 8 (H): 0.0412, atom 9 (H): -0.0042, atom 10 (H): -0.0203

---

Entry 4:
C3H5O2P | ωB97M-V/def2-TZVPD

Each atom is followed by the atoms it is bonded to, with distances in Å.
CARTESIAN COORDINATES (ANGSTROEM)
1 C 2.520 -0.484 -0.013  O4 1.146, O5 1.154
2 C -1.064 1.465 0.567  C3 1.319, H7 1.045, H8 1.049
3 C -0.670 0.405 -0.113  C2 1.319, P6 1.798, H9 1.059
4 O 3.663 -0.469 0.062  C1 1.146
5 O 1.378 -0.535 -0.171  C1 1.154
6 P -1.328 -1.236 0.214  C3 1.798, H10 1.422, H11 1.428
7 H -1.401 1.454 1.556  C2 1.045
8 H -0.821 2.447 0.290  C2 1.049
9 H -0.200 0.473 -1.060  C3 1.059
10 H -0.246 -2.046 -0.229  P6 1.422
11 H -1.831 -1.474 -1.102  P6 1.428

As for the SMILES: O=C=O.C=CP. For the total energy, the calculation gives -609.0926 hartree. The calculation puts the energy relative to the best compared isomer or geometry (same formula, charge and spin) at 35.0 kcal/mol. Its charge is 0.

Formally, the Löwdin partial charges of the atoms, in units of the elementary charge, are as follows: atom 1 (C): -0.3764, atom 2 (C): -0.0660, atom 3 (C): -0.5549, atom 4 (O): 0.2344, atom 5 (O): 0.0821, atom 6 (P): 0.7894, atom 7 (H): 0.0306, atom 8 (H): 0.0368, atom 9 (H): 0.0458, atom 10 (H): -0.1195, atom 11 (H): -0.1023